(1)
C28H60N8O8 | ωB97M-V with the def2-TZVPD basis set

Properties
**Electronic energy**: -2142.84931 Ha
**SMILES**: c1cc[nH]c1.CNC(C)=O.CNC(C)=O.CNC(C)=O.CNC(C)=O.CNC(C)=O.CNC(C)=O.CNC(C)=O.CC(C)=O
**LUMO energy**: 0.0067 Ha
**ΔE to the lowest compared entry with this formula, charge and spin**: 380.1 kJ/mol

Each atom is followed by the atoms it is bonded to, with distances in Å.
Positions of all 104 atoms, in Å:
1 C -0.74 -0.69 0.06  C2 1.534, H5 1.090, H6 1.090, H7 1.090
2 C 0.39 -0.73 -0.97  C1 1.534, O3 1.208, C4 1.528
3 O 0.21 -0.71 -2.17  C2 1.208
4 C 1.82 -0.99 -0.52  C2 1.528, H8 1.090, H9 1.090, H10 1.090
5 H -0.43 -1.31 0.91  C1 1.090
6 H -1.53 -1.22 -0.47  C1 1.090
7 H -0.99 0.34 0.32  C1 1.090
8 H 1.73 -1.63 0.36  C4 1.090
9 H 2.37 -0.05 -0.51  C4 1.090
10 H 2.33 -1.63 -1.24  C4 1.090
11 C 0.21 3.62 4.36  C12 1.532, H16 1.090, H17 1.090, H18 1.090
12 C 0.56 2.69 3.20  C11 1.532, O13 1.232, N14 1.333
13 O 0.19 3.02 2.08  C12 1.232
14 N 1.19 1.53 3.43  C12 1.333, C15 1.446, H19 1.010
15 C 1.72 0.60 2.47  N14 1.446, H20 1.090, H21 1.090, H22 1.090
16 H 0.54 3.24 5.33  C11 1.090
17 H -0.88 3.69 4.33  C11 1.090
18 H 0.46 4.67 4.20  C11 1.090
19 H 1.38 1.21 4.37  N14 1.010
20 H 1.20 -0.36 2.50  C15 1.090
21 H 2.72 0.43 2.87  C15 1.090
22 H 1.97 1.07 1.52  C15 1.090
23 C 2.74 3.93 -4.81  C24 1.548, H28 1.090, H29 1.090, H30 1.090
24 C 1.57 3.26 -4.05  C23 1.548, O25 1.208, N26 1.362
25 O 0.45 3.71 -3.96  C24 1.208
26 N 1.70 2.07 -3.39  C24 1.362, C27 1.393, H31 1.010
27 C 2.79 1.21 -3.36  N26 1.393, H32 1.090, H33 1.090, H34 1.090
28 H 2.46 4.99 -4.82  C23 1.090
29 H 2.86 3.57 -5.82  C23 1.090
30 H 3.62 3.79 -4.19  C23 1.090
31 H 0.91 1.69 -2.89  N26 1.010
32 H 2.82 0.74 -2.37  C27 1.090
33 H 3.76 1.60 -3.68  C27 1.090
34 H 2.50 0.34 -3.94  C27 1.090
35 C -3.57 3.21 5.67  C36 1.507, H40 1.090, H41 1.090, H42 1.090
36 C -2.82 1.90 5.62  C35 1.507, O37 1.219, N38 1.320
37 O -2.12 1.59 6.57  C36 1.219
38 N -2.78 1.20 4.51  C36 1.320, C39 1.500, H43 1.010
39 C -1.80 0.11 4.18  N38 1.500, H44 1.090, H45 1.090, H46 1.090
40 H -3.36 3.77 6.58  C35 1.090
41 H -4.61 2.92 5.50  C35 1.090
42 H -3.36 3.90 4.85  C35 1.090
43 H -3.49 1.28 3.80  N38 1.010
44 H -1.58 0.16 3.12  C39 1.090
45 H -2.13 -0.93 4.11  C39 1.090
46 H -0.92 0.35 4.78  C39 1.090
47 C -2.64 -1.54 -5.50  C48 1.519, H52 1.090, H53 1.090, H54 1.090
48 C -3.47 -2.69 -4.94  C47 1.519, O49 1.221, N50 1.369
49 O -3.83 -3.65 -5.61  C48 1.221
50 N -3.76 -2.71 -3.61  C48 1.369, C51 1.466, H55 1.010
51 C -3.54 -1.64 -2.63  N50 1.466, H56 1.090, H57 1.090, H58 1.090
52 H -1.62 -1.51 -5.12  C47 1.090
53 H -2.99 -0.53 -5.28  C47 1.090
54 H -2.61 -1.61 -6.59  C47 1.090
55 H -4.26 -3.53 -3.28  N50 1.010
56 H -4.44 -1.55 -2.01  C51 1.090
57 H -3.38 -0.66 -3.08  C51 1.090
58 H -2.68 -1.92 -2.02  C51 1.090
59 C -3.30 2.01 1.26  C60 1.566, H64 1.090, H65 1.090, H66 1.090
60 C -3.03 2.91 0.01  C59 1.566, O61 1.261, N62 1.326
61 O -3.60 2.87 -1.11  C60 1.261
62 N -1.99 3.71 0.21  C60 1.326, C63 1.462, H67 1.010
63 C -1.35 4.55 -0.80  N62 1.462, H68 1.090, H69 1.090, H70 1.090
64 H -3.54 1.07 0.77  C59 1.090
65 H -4.08 2.27 1.97  C59 1.090
66 H -2.33 2.00 1.75  C59 1.090
67 H -1.51 3.58 1.09  N62 1.010
68 H -1.59 4.32 -1.83  C63 1.090
69 H -0.27 4.54 -0.65  C63 1.090
70 H -1.48 5.62 -0.59  C63 1.090
71 C -1.03 -4.87 2.27  C72 1.471, H76 1.090, H77 1.090, H78 1.090
72 C -0.94 -3.85 3.33  C71 1.471, O73 1.223, N74 1.341
73 O -1.00 -2.68 2.99  C72 1.223
74 N -0.84 -4.24 4.61  C72 1.341, C75 1.483, H79 1.010
75 C -0.49 -3.34 5.73  N74 1.483, H80 1.090, H81 1.090, H82 1.090
76 H -2.07 -4.75 1.96  C71 1.090
77 H -0.97 -5.89 2.65  C71 1.090
78 H -0.45 -4.81 1.35  C71 1.090
79 H -0.73 -5.20 4.90  N74 1.010
80 H -1.22 -3.23 6.53  C75 1.090
81 H -0.35 -2.30 5.41  C75 1.090
82 H 0.43 -3.75 6.15  C75 1.090
83 C -1.40 -5.10 -3.22  C84 1.469, H88 1.090, H89 1.090, H90 1.090
84 C -0.17 -4.98 -2.42  C83 1.469, O85 1.195, N86 1.371
85 O -0.28 -4.76 -1.25  C84 1.195
86 N 1.02 -5.11 -3.09  C84 1.371, C87 1.466, H91 1.010
87 C 2.25 -4.93 -2.32  N86 1.466, H92 1.090, H93 1.090, H94 1.090
88 H -1.28 -4.61 -4.18  C83 1.090
89 H -2.24 -4.73 -2.63  C83 1.090
90 H -1.43 -6.18 -3.32  C83 1.090
91 H 1.02 -5.16 -4.10  N86 1.010
92 H 2.21 -5.81 -1.67  C87 1.090
93 H 2.26 -4.01 -1.74  C87 1.090
94 H 3.12 -4.87 -2.97  C87 1.090
95 N 5.33 3.02 -0.77  C96 1.372, C99 1.351, H100 1.010
96 C 6.04 3.83 -1.60  N95 1.372, C97 1.383, H101 1.080
97 C 6.73 2.93 -2.40  C96 1.383, C98 1.407, H102 1.080
98 C 6.34 1.61 -2.15  C97 1.407, C99 1.342, H103 1.080
99 C 5.46 1.72 -1.13  N95 1.351, C98 1.342, H104 1.080
100 H 4.83 3.29 0.07  N95 1.010
101 H 5.92 4.91 -1.65  C96 1.080
102 H 7.56 3.14 -3.05  C97 1.080
103 H 6.69 0.69 -2.60  C98 1.080
104 H 4.97 0.96 -0.56  C99 1.080

Mulliken atomic charge list, values in e, 4 entries:
1 C 0.659
2 C 1.004
3 O -0.572
4 C -0.953


(2)
C13H13N3O2S | ωB97M-V with the def2-TZVPD basis set

Properties
**Electronic energy**: -1216.02942 Ha
**SMILES**: COc1cc(-c2ccccn2)nc(/C=N\O)c1SC
**LUMO energy**: -0.0117 Ha
**ΔE to the lowest compared entry with this formula, charge and spin**: 380.4 kJ/mol

Each atom is followed by the atoms it is bonded to, with distances in Å.
Positions of all 32 atoms, in Å:
1 N -1.63 -2.39 -2.90  O4 1.433, C7 1.321
2 N 1.59 -0.80 2.56  C8 1.342, C10 1.372
3 N -0.42 -1.08 -0.54  C9 1.376, C11 1.354
4 O -1.30 -3.22 -1.78  N1 1.433, H20 0.982
5 O 0.24 3.06 -0.82  C16 1.388, C18 1.406
6 S -1.20 1.91 -3.21  C17 1.797, C19 1.817
7 C -1.43 -1.09 -2.78  N1 1.321, C9 1.474, H21 1.093
8 C 2.10 -1.53 3.57  N2 1.342, C12 1.436, H22 1.104
9 C -0.80 -0.37 -1.66  N3 1.376, C7 1.474, C17 1.404
10 C 0.81 -1.34 1.58  N2 1.372, C11 1.516, C13 1.410
11 C 0.26 -0.47 0.46  N3 1.354, C10 1.516, C15 1.396
12 C 1.83 -2.94 3.61  C8 1.436, C14 1.386, H23 1.074
13 C 0.54 -2.73 1.61  C10 1.410, C14 1.390, H24 1.081
14 C 1.05 -3.52 2.63  C12 1.386, C13 1.390, H25 1.118
15 C 0.46 0.91 0.39  C11 1.396, C16 1.403, H26 1.069
16 C 0.04 1.69 -0.69  O5 1.388, C15 1.403, C17 1.431
17 C -0.63 1.02 -1.76  S6 1.797, C9 1.404, C16 1.431
18 C 1.30 3.67 -0.13  O5 1.406, H27 1.072, H28 1.091, H29 1.083
19 C -2.57 2.82 -2.43  S6 1.817, H30 1.090, H31 1.060, H32 1.100
20 H -1.06 -2.67 -1.00  O4 0.982
21 H -1.76 -0.52 -3.66  C7 1.093
22 H 2.69 -1.01 4.35  C8 1.104
23 H 2.21 -3.56 4.40  C12 1.074
24 H -0.09 -3.18 0.86  C13 1.081
25 H 0.80 -4.61 2.69  C14 1.118
26 H 0.89 1.40 1.24  C15 1.069
27 H 1.01 3.74 0.90  C18 1.072
28 H 1.41 4.69 -0.50  C18 1.091
29 H 2.22 3.11 -0.21  C18 1.083
30 H -2.19 3.62 -1.79  C19 1.090
31 H -3.11 2.13 -1.82  C19 1.060
32 H -3.25 3.23 -3.18  C19 1.100

Mulliken atomic charge list, values in e, 4 entries:
1 N -0.440
2 N -0.390
3 N -0.713
4 O -0.401


(3)
C6H13N2 | ωB97M-V with the def2-TZVPD basis set

Properties
**Charge**: +1
**Electronic energy**: -345.51249 Ha
**LUMO energy (alpha / beta)**: -0.1722 / -0.1722 Ha
**ΔE to the lowest compared entry with this formula, charge and spin**: 481.8 kJ/mol

Each atom is followed by the atoms it is bonded to, with distances in Å.
Positions of all 21 atoms, in Å:
1 C -2.55 1.39 1.06  N7 1.225, H9 1.085, H10 1.070
2 C -0.64 -0.20 -0.57  C6 1.435, N8 1.301
3 C 0.96 0.97 0.87  C6 1.526, H11 1.121, H12 1.022, H13 1.052
4 C 0.69 -1.54 0.60  C6 1.548, H14 1.113, H15 1.212, H16 1.103
5 C 1.73 -0.01 -1.25  C6 1.521, H17 1.044, H18 1.110, H19 1.095
6 C 0.72 -0.17 -0.12  C2 1.435, C3 1.526, C4 1.548, C5 1.521
7 N -2.42 0.33 0.44  C1 1.225
8 N -1.20 -0.71 -1.62  C2 1.301, H20 1.014, H21 0.986
9 H -1.83 2.02 1.56  C1 1.085
10 H -3.55 1.74 1.18  C1 1.070
11 H 0.47 1.93 0.56  C3 1.121
12 H 1.91 1.21 1.17  C3 1.022
13 H 0.45 0.62 1.72  C3 1.052
14 H 0.22 -2.30 -0.06  C4 1.113
15 H -0.06 -1.63 1.54  C4 1.212
16 H 1.64 -1.81 1.09  C4 1.103
17 H 1.64 -0.76 -1.97  C5 1.044
18 H 1.67 1.06 -1.52  C5 1.110
19 H 2.78 -0.08 -0.94  C5 1.095
20 H -0.50 -1.07 -2.27  N8 1.014
21 H -2.13 -0.99 -1.49  N8 0.986

Mulliken atomic charge list, values in e, 4 entries:
1 C -0.184
2 C -0.152
3 C -1.745
4 C -1.511